w.
Formula: C2H4N2O3S
Source: OMol25
Level of theory: ωB97M-V/def2-TZVPD

ORCA input file:
```
! wB97M-V def2-TZVPD RIJCOSX def2/J DEFGRID3
* xyz -2 1
C 2.461 0.295 -0.515
S 1.086 0.578 0.545
O 1.052 2.058 0.752
O 1.341 -0.011 1.879
N -0.502 0.201 -0.132
C -1.527 -0.266 0.480
N -2.560 -0.817 -0.652
O -1.826 -0.456 1.633
H 3.022 -0.576 -0.154
H 2.184 -0.195 -1.523
H -2.905 0.134 -0.876
H -1.825 -0.944 -1.437
*
```

Summary:
E_HOMO: 0.59 eV
HOMO-LUMO gap: 6.3 eV
Structure (SMILES): C=[S@](=O)([O-])/N=C(/N)[O-]
Lowest unoccupied orbital energy: 6.85 eV

Here are the natural (NBO) charges for atoms 1 to 2, given in e: number 1, C, carries -1.1646; number 2, S, carries 2.1513

x.
Formula: C2H4N2O3S
Source: OMol25
Level of theory: ωB97M-V/def2-TZVPD

ORCA input file:
```
! wB97M-V def2-TZVPD RIJCOSX def2/J DEFGRID3
* xyz -2 1
C 1.477 0.152 -1.539
C -0.717 -0.075 0.661
N 0.529 0.225 0.794
N -1.093 -1.261 1.491
O 0.462 3.464 -0.404
O -1.601 0.323 0.005
O 2.608 1.529 0.362
S 1.261 1.302 -0.172
H 0.340 -0.006 -1.887
H 1.957 0.685 -2.403
H -0.347 -1.872 1.305
H -1.983 -1.764 1.213
*
```

Summary:
E_HOMO (alpha / beta): 0.34 / 0.49 eV
HOMO-LUMO gap (alpha / beta): 6.5 / 6.5 eV
Lowest unoccupied orbital energy (alpha / beta): 6.81 / 6.98 eV

Here are the natural (NBO) charges for atoms 1 to 2, given in e: number 1, C, carries -1.0145; number 2, C, carries 0.7526

Result of the stability comparison: w is the most stable of them.